Density functional theory data (ωB97M-V/def2-TZVPD) for C12H15B3F21O6Sn2 as an isolated structure in a non-equilibrium geometry.

Output
Gap between HOMO and LUMO   0.2710 Eh
LUMO   -0.243 Eh
Total energy   -3518.3106 hartree
F_max   4.9 eV/Å
HOMO energy   -14.00 eV

```
! RIJCOSX wB97M-V def2-TZVPD def2/J DEFGRID3
* xyz 1 1
Sn 19.43 -9.73 6.09
Sn 21.14 -5.74 9.40
B 20.92 -9.39 9.43
F 22.04 -8.65 9.65
F 19.97 -8.46 9.13
F 21.17 -10.10 8.29
F 20.63 -10.11 10.57
B 18.05 -6.01 7.67
F 18.29 -6.51 8.90
F 16.77 -5.48 7.57
F 18.98 -5.09 7.40
F 18.18 -7.07 6.80
B 22.21 -7.15 6.43
F 23.02 -7.13 7.54
F 22.20 -6.01 5.75
F 22.52 -8.15 5.54
F 20.94 -7.32 6.83
C 21.90 -5.58 1.75
C 21.22 -6.83 2.38
O 21.56 -8.09 1.72
C 21.07 -9.33 2.12
O 20.49 -9.60 3.23
C 21.47 -10.44 1.06
F 20.35 -10.79 0.56
F 22.22 -9.95 0.04
F 21.93 -11.50 1.64
H 22.15 -4.85 2.52
H 21.39 -5.17 0.88
H 22.86 -6.00 1.47
H 20.13 -6.76 2.44
H 21.51 -6.90 3.43
C 25.07 -11.01 8.78
C 24.08 -10.81 7.64
O 24.35 -11.70 6.57
C 23.31 -12.11 5.79
O 22.12 -11.70 5.78
C 23.81 -13.44 4.93
F 23.44 -13.38 3.70
F 25.10 -13.74 5.10
F 23.06 -14.50 5.40
H 25.09 -12.07 9.06
H 24.86 -10.48 9.71
H 26.12 -10.86 8.51
H 23.96 -9.76 7.37
H 23.10 -11.14 8.01
C 25.35 -4.67 5.35
C 25.75 -5.55 6.57
O 26.17 -4.74 7.70
C 25.13 -4.33 8.48
O 23.88 -4.43 8.32
C 25.59 -3.59 9.75
F 26.86 -3.61 9.81
F 25.06 -2.38 9.86
F 25.19 -4.24 10.79
H 24.44 -4.13 5.61
H 25.29 -5.37 4.52
H 26.06 -3.92 5.02
H 26.66 -6.12 6.35
H 25.00 -6.31 6.80
*
```

---

Density functional theory data (ωB97M-V/def2-TZVPD) for C12H15BCl2N6O2Pt as an isolated structure in a non-equilibrium geometry.

Output
Gap between HOMO and LUMO (spin up / spin down)   0.2688 / 0.1266 Eh
LUMO (spin up / spin down)   -0.255 / -0.436 Eh
Total energy   -2009.0138 hartree
F_max   4.3 eV/Å
HOMO energy (spin up / spin down)   -14.25 / -15.30 eV

```
! RIJCOSX wB97M-V def2-TZVPD def2/J DEFGRID3
* xyz 2 5
H -0.16 2.44 1.10
N 0.17 1.36 -0.72
B 0.66 0.67 -3.12
N 0.61 1.72 -1.97
C 0.85 3.05 -1.98
Pt -0.47 -0.61 -0.31
H 1.20 3.51 -2.89
C 0.57 3.55 -0.71
H 0.64 4.57 -0.39
C 0.15 2.47 0.07
H 1.03 1.11 -4.16
C -1.20 -2.40 0.42
H -1.69 -1.72 1.13
H -0.53 -3.04 0.99
H -2.04 -2.92 -0.06
N -0.80 0.12 -3.15
N 1.57 -0.45 -2.54
N -1.43 -0.27 -1.99
N 1.24 -1.04 -1.34
C -1.71 0.05 -4.15
C 2.74 -0.98 -2.96
H -1.41 0.34 -5.14
H 3.18 -0.63 -3.89
C -2.91 -0.42 -3.62
C 3.14 -1.95 -2.04
C -2.71 -0.61 -2.26
C 2.18 -1.96 -1.03
H -3.81 -0.60 -4.16
H 4.01 -2.57 -2.10
H -3.37 -0.94 -1.48
H 2.10 -2.57 -0.14
H -0.50 -2.18 -0.68
Cl -2.63 2.99 2.67
C -2.64 1.24 2.97
Cl -4.24 0.49 2.79
C -1.63 0.61 2.00
O -0.49 0.33 2.44
O -2.04 0.44 0.78
H -2.30 1.06 3.99
*
```

---

Density functional theory data (ωB97M-V/def2-TZVPD) for C12H15BCl4F4GeN2OS4W as an isolated structure.

Output
Gap between HOMO and LUMO (spin up / spin down)   0.2556 / 0.2306 Eh
LUMO (spin up / spin down)   -0.129 / -0.199 Eh
Total energy   -6653.0146 hartree
F_max   0.8 eV/Å
HOMO energy (spin up / spin down)   -10.48 / -11.68 eV

```
! RIJCOSX wB97M-V def2-TZVPD def2/J DEFGRID3
* xyz 1 4
W 0.59 0.11 0.17
O 5.83 4.38 -1.31
C 4.96 3.61 -1.08
S 3.40 3.59 -1.95
C 2.71 2.26 -1.09
C 3.49 1.69 -0.07
S 3.01 0.36 0.86
S 5.05 2.38 0.21
S 1.18 1.72 -1.59
Cl -2.64 1.63 -2.20
Ge -1.88 0.83 -0.36
Cl 0.25 2.05 1.59
Cl -3.22 1.64 1.12
N -2.26 -1.65 3.85
C -0.82 -1.95 4.21
C 0.14 -1.97 3.02
N 0.41 -0.64 2.45
H -2.85 -1.71 4.68
H -2.64 -2.28 3.13
H -2.38 -0.71 3.45
H -0.83 -2.92 4.70
H -0.53 -1.20 4.95
H -0.23 -2.64 2.26
H 1.07 -2.39 3.39
H 1.23 -0.22 2.88
H -0.34 0.02 2.66
F -1.84 -1.38 1.33
B -2.87 -1.95 0.51
F -3.13 -0.92 -0.50
F -3.95 -2.15 1.33
F -2.41 -3.08 -0.11
Cl 3.85 -1.91 -1.59
C 2.30 -1.44 -2.19
C 2.20 -0.94 -3.47
C 0.94 -0.62 -4.00
C -0.21 -0.84 -3.28
C -0.11 -1.35 -1.98
C 1.14 -1.65 -1.40
C 1.13 -1.99 0.02
H 3.09 -0.81 -4.06
H 0.89 -0.23 -5.01
H -1.18 -0.65 -3.71
H -1.00 -1.70 -1.47
H 2.08 -2.31 0.44
H 0.29 -2.62 0.29
*
```

---

Density functional theory data (ωB97M-V/def2-TZVPD) for a 3-piece molecular cluster, C12H15BF16NO3 overall.

Output
Gap between HOMO and LUMO   0.2171 Eh
LUMO   0.086 Eh
Total energy   -2369.5391 hartree
F_max   0.5 eV/Å
HOMO energy   -3.56 eV

```
! RIJCOSX wB97M-V def2-TZVPD def2/J DEFGRID3
* xyz -1 1
C -0.57 1.97 -2.24
C 0.93 1.79 -2.54
B 1.41 0.27 -2.85
N 0.71 -0.88 -2.59
O 2.74 0.22 -3.48
H -0.91 2.98 -2.49
H -1.14 1.23 -2.80
H -0.77 1.80 -1.18
H 1.19 2.41 -3.41
H 1.53 2.20 -1.72
H -0.12 -0.67 -2.04
H 2.63 0.23 -4.43
C -1.71 -3.40 -0.67
C -2.63 -2.25 -1.09
C -3.95 -2.07 -0.34
F -4.76 -3.14 -0.52
F -4.59 -0.99 -0.81
F -2.86 -2.30 -2.41
F -1.92 -1.13 -0.79
O -1.80 -4.59 -1.44
C -2.62 -5.61 -1.13
C -3.57 -5.95 -2.29
F -4.36 -4.91 -2.58
F -4.35 -6.99 -1.93
F -3.32 -5.41 0.01
F -1.87 -6.73 -0.93
H -0.70 -3.02 -0.87
H -1.80 -3.61 0.39
H -3.77 -1.94 0.73
H -2.98 -6.22 -3.17
C 2.80 2.06 3.74
C 1.57 1.77 2.86
C 1.79 1.72 1.35
F 2.20 2.93 0.90
F 0.63 1.40 0.75
F 0.57 2.62 3.17
F 1.17 0.51 3.21
O 2.95 3.40 4.19
C 3.68 4.32 3.52
C 2.85 5.56 3.17
F 1.82 5.23 2.36
F 3.63 6.45 2.52
F 4.29 3.82 2.43
F 4.66 4.76 4.36
H 2.63 1.49 4.65
H 3.71 1.69 3.27
H 2.53 0.96 1.09
H 2.46 6.02 4.08
*
```

---

Density functional theory data (ωB97M-V/def2-TZVPD) for a 4-piece molecular cluster, C12H15Br2ClN3P overall in a non-equilibrium geometry.

Output
Gap between HOMO and LUMO   0.2582 Eh
LUMO   -0.045 Eh
Structure (SMILES)   c1cc[nH]c1.c1cc[nH]c1.c1cc[nH]c1.ClP(Br)Br
Total energy   -6580.1276 hartree
F_max   1.4 eV/Å
HOMO energy   -8.25 eV

```
! RIJCOSX wB97M-V def2-TZVPD def2/J DEFGRID3
* xyz 0 1
Cl -2.40 -2.53 0.28
P -1.79 -0.69 1.12
Br -3.24 0.79 0.23
Br 0.26 -0.25 0.25
N 0.19 3.31 -0.73
C -0.89 4.12 -0.52
C -0.63 5.34 -1.10
C 0.66 5.26 -1.68
C 1.14 4.00 -1.44
H 0.28 2.37 -0.41
H -1.75 3.76 0.02
H -1.29 6.19 -1.10
H 1.18 6.04 -2.22
H 2.07 3.53 -1.71
N -2.33 -5.13 -3.13
C -1.94 -3.88 -2.72
C -1.09 -3.38 -3.67
C -0.97 -4.35 -4.70
C -1.75 -5.42 -4.34
H -2.95 -5.73 -2.63
H -2.29 -3.47 -1.79
H -0.61 -2.41 -3.64
H -0.39 -4.27 -5.60
H -1.94 -6.36 -4.83
N 2.89 0.62 3.69
C 3.28 0.76 4.99
C 2.26 0.31 5.79
C 1.21 -0.13 4.94
C 1.63 0.07 3.65
H 3.44 0.87 2.89
H 4.24 1.18 5.24
H 2.26 0.30 6.87
H 0.27 -0.54 5.23
H 1.15 -0.13 2.70
*
```

---

Density functional theory data (ωB97M-V/def2-TZVPD) for an isolated ion of composition C12H15BrF8N5O5P2S2 and charge +1 in a non-equilibrium geometry.

Output
Gap between HOMO and LUMO   0.2170 Eh
LUMO   -0.224 Eh
Structure (SMILES)   N=[PH2]N(/C(N(Br)CCc1ccccc1)=[N+](/P(N)O)S(=O)(=O)C(F)(F)F)S(=O)(=O)C(F)(F)C(F)(F)F
Total energy   -5967.8365 hartree
F_max   4.5 eV/Å
HOMO energy   -11.99 eV

```
! RIJCOSX wB97M-V def2-TZVPD def2/J DEFGRID3
* xyz 1 1
N 0.66 -0.95 3.55
P 0.53 -1.42 2.08
N 1.46 -0.30 0.97
C 0.85 0.80 0.53
N -0.46 0.99 0.92
Br -0.64 1.94 2.53
C -1.35 1.47 -0.17
C -2.83 1.51 0.17
C -3.57 0.18 -0.03
C -4.95 0.25 -0.04
C -5.75 -0.86 -0.21
C -5.13 -2.09 -0.38
C -3.76 -2.17 -0.38
C -2.97 -1.05 -0.19
N 1.55 1.70 -0.27
P 1.64 3.45 0.37
N 2.94 4.14 -0.48
O 2.18 3.40 1.91
S 1.47 1.57 -1.95
O 2.78 1.77 -2.48
O 0.62 2.60 -2.47
C 0.86 -0.08 -2.61
F 1.68 -0.39 -3.59
F -0.32 0.12 -3.16
F 0.88 -1.09 -1.74
S 3.12 -0.68 0.63
O 3.60 -0.21 -0.63
O 3.88 -0.10 1.68
C 3.49 -2.52 0.68
F 3.46 -3.01 1.91
F 4.77 -2.57 0.32
C 2.74 -3.40 -0.37
F 3.05 -2.94 -1.58
F 3.18 -4.65 -0.32
F 1.41 -3.40 -0.22
H 1.21 -0.10 3.61
H -0.81 -1.51 1.62
H 1.07 -2.72 2.00
H -1.23 0.76 -1.01
H -0.98 2.44 -0.55
H -3.07 1.87 1.17
H -3.29 2.22 -0.53
H -5.45 1.22 0.08
H -6.83 -0.76 -0.22
H -5.76 -2.97 -0.52
H -3.33 -3.16 -0.53
H -1.88 -1.15 -0.21
H 3.72 3.48 -0.41
H 2.70 4.28 -1.46
H 2.89 4.08 1.97
*
```